[1]
# C16H16ClN4O2ReS2Se

A structure of composition C16H16ClN4O2ReS2Se in a non-equilibrium geometry (ωB97M-V/def2-TZVPD, the Open Molecules 2025 dataset).

Positions of all 43 atoms, in Å:
Re1 -0.03196 0.19947 0.11667
C1 6.84886 -1.17445 -2.38713
C2 6.22690 -0.56372 -1.16384
C3 6.99547 -0.08005 -0.11348
C4 6.29487 0.45834 0.95423
N1 4.97557 0.52441 1.00178
C5 4.31196 0.02766 -0.06151
S1 2.58810 0.09836 -0.03166
N2 4.90004 -0.51413 -1.14245
H1 7.93715 -1.17158 -2.32553
H2 6.54583 -0.61768 -3.27400
H3 6.50683 -2.20309 -2.50277
H4 8.07570 -0.11936 -0.12506
H5 6.81882 0.85993 1.81761
S2 1.97926 4.63964 0.54254
C6 1.43266 4.39755 -1.06393
C7 0.88246 3.16428 -1.17362
N3 0.89142 2.42519 -0.02121
C8 1.43876 3.07503 0.95880
H6 1.53803 5.15158 -1.82471
H7 0.45180 2.73916 -2.06699
H8 1.54563 2.65818 1.95145
O1 0.70205 -1.98620 0.21910
H9 0.54710 -2.66777 -0.43687
H10 1.22654 -2.33824 0.94588
O2 -1.31899 1.24252 0.05567
Cl1 -6.49480 0.79226 3.49015
C9 -5.14079 0.21349 2.53926
C10 -5.31683 -0.03002 1.18991
C11 -4.23966 -0.48920 0.44217
C12 -2.98955 -0.70825 1.02008
C13 -1.83789 -1.20984 0.21885
C14 -2.85519 -0.44569 2.38022
C15 -3.91301 0.00790 3.14764
H11 -6.28179 0.13602 0.72913
H12 -4.37777 -0.68148 -0.61622
H13 -2.17745 -1.36982 -0.81013
H14 -1.52750 -2.16908 0.63447
H15 -1.87499 -0.59948 2.80866
H16 -3.78051 0.20467 4.20346
Se1 0.29926 0.33267 2.91586
C16 -0.39870 -0.21018 4.52004
N4 -0.83111 -0.55413 5.53786

HOMO energy (spin up / spin down) ... -4.2 / -4.6 eV
Charge ... -1
Gap between HOMO and LUMO (spin up / spin down) ... 0.241 / 0.252 Eh
2S+1 ... 2
ΔE to the lowest compared entry with this formula, charge and spin ... 415.3 kJ/mol

***

[2]
# C4H12FNaO2S2

A structure of composition C4H12FNaO2S2 in a non-equilibrium geometry (ωB97M-V/def2-TZVPD, the Open Molecules 2025 dataset).

Positions of all 22 atoms, in Å:
Na1 -13.09119 1.44102 -17.37586
F1 -11.42528 0.76309 -19.14066
C1 -12.03207 -2.07511 -23.88590
S1 -11.06016 -1.32840 -22.55956
O1 -11.31495 0.13070 -22.45987
C2 -11.94628 -2.06525 -21.15902
H1 -11.78815 -1.53211 -24.79785
H2 -13.10261 -1.95932 -23.71119
H3 -11.74746 -3.12265 -23.96850
H4 -11.72369 -3.13179 -21.24701
H5 -13.01291 -1.84997 -21.18178
H6 -11.52421 -1.64746 -20.24531
C3 -8.29554 -0.09646 -20.20723
S2 -7.23535 0.83253 -19.07829
O2 -8.16176 1.78388 -18.41136
C4 -6.90192 -0.54840 -17.90498
H7 -9.20322 -0.48644 -19.74294
H8 -7.77322 -0.87750 -20.76280
H9 -8.67005 0.64139 -20.91956
H10 -6.32744 -0.16568 -17.06620
H11 -6.26964 -1.20669 -18.50626
H12 -7.82001 -1.04672 -17.60657

HOMO energy ... -7.9 eV
Gap between HOMO and LUMO ... 0.244 Eh
ΔE to the lowest compared entry with this formula, charge and spin ... 0.5 kJ/mol

***

[3]
# C30H71BNO19P3S

A structure of composition C30H71BNO19P3S in a non-equilibrium geometry (ωB97M-V/def2-TZVPD, the Open Molecules 2025 dataset).

Positions of all 126 atoms, in Å:
C1 0.35008 -3.67902 1.40945
N1 1.70247 -3.82398 0.83810
C2 2.62026 -2.87255 1.45418
C3 3.93974 -2.76171 0.62095
C4 3.71562 -1.97956 -0.66706
C5 3.21426 -0.52450 -0.41154
C6 1.90464 -0.14704 -1.12333
C7 0.89491 0.57195 -0.19355
C8 1.26164 2.05812 0.03800
C9 1.29688 2.52119 1.50481
C10 2.05204 1.60706 2.46924
O1 1.46766 1.70691 3.75278
C11 2.22640 0.95444 4.68965
O2 4.12837 -4.17743 0.17568
S1 4.84413 -4.92933 1.40178
O3 6.05359 -5.54616 0.99406
O4 3.95502 -5.67946 2.20448
O5 5.25727 -3.61295 2.32287
C12 5.23457 -2.54513 1.36326
B1 5.69074 -1.07509 1.79115
O6 6.91495 -0.60460 1.39417
O7 4.91173 -0.22091 2.50865
H1 0.24811 -4.34111 2.27010
H2 -0.35501 -4.03287 0.65492
H3 0.11165 -2.63514 1.65008
H4 1.58899 -3.58529 -0.14111
H5 2.12644 -1.89091 1.52536
H6 2.83373 -3.16813 2.48400
H7 4.67690 -1.93252 -1.19023
H8 3.01622 -2.49394 -1.32528
H9 3.16629 -0.38232 0.66753
H10 4.01804 0.13919 -0.74535
H11 2.12257 0.56805 -1.92086
H12 1.38641 -0.99210 -1.58399
H13 -0.05336 0.56170 -0.74102
H14 0.71047 0.00816 0.72377
H15 0.49569 2.65471 -0.46449
H16 2.19665 2.31220 -0.47087
H17 0.30737 2.73157 1.91679
H18 1.82726 3.47896 1.52001
H19 2.12097 0.56084 2.15702
H20 3.08793 1.98413 2.54247
H21 3.04458 1.60248 5.03346
H22 2.65675 0.05271 4.24175
H23 1.62684 0.65579 5.54904
H24 6.00306 -2.85819 0.63017
H25 7.32622 -1.20984 0.76908
H26 5.16533 0.69252 2.33454
O8 -2.05167 4.92647 4.71376
P1 -1.78669 5.13382 6.15777
O9 -0.91645 3.85615 6.64352
C13 0.44567 3.74467 6.21372
C14 1.33961 4.79174 6.85637
O10 -3.23461 4.76742 6.82395
C15 -4.39628 4.61505 6.01048
C16 -4.58446 3.17616 5.56609
O11 -1.41632 6.07263 7.45006
C17 -1.50363 7.50470 7.28217
C18 -2.90635 7.96616 6.93575
H27 0.49517 3.80844 5.12434
H28 0.78373 2.75068 6.50054
H29 1.08490 5.79598 6.50745
H30 2.38589 4.60632 6.60958
H31 1.22304 4.78733 7.93994
H32 -4.35707 5.28803 5.15386
H33 -5.25013 4.92688 6.61538
H34 -3.64918 2.73297 5.22611
H35 -5.31967 3.11339 4.76221
H36 -4.93532 2.56691 6.40091
H37 -0.79619 7.82008 6.51022
H38 -1.18398 7.94939 8.22318
H39 -3.21849 7.58880 5.95731
H40 -2.95162 9.05499 6.90285
H41 -3.62494 7.60052 7.66824
O12 -4.02286 2.59386 -2.77939
P2 -4.89195 1.46837 -2.35986
O13 -4.10108 0.71631 -1.15724
C19 -3.99848 1.37104 0.10951
C20 -5.33173 1.45724 0.83149
O14 -4.65990 0.39214 -3.56570
C21 -3.99568 0.77751 -4.76859
C22 -2.50084 0.54978 -4.66622
O15 -6.35071 0.80242 -2.02291
C23 -7.52817 1.51747 -2.45883
C24 -7.58476 1.68167 -3.96553
H42 -3.56793 2.36765 -0.02734
H43 -3.29817 0.78830 0.70715
H44 -6.02384 2.11909 0.30418
H45 -5.19640 1.84842 1.84048
H46 -5.80270 0.47636 0.88953
H47 -4.21679 1.81516 -5.01926
H48 -4.41111 0.16698 -5.57268
H49 -2.10505 0.89453 -3.71162
H50 -1.97283 1.06118 -5.47253
H51 -2.27224 -0.51595 -4.72923
H52 -7.55904 2.49339 -1.96664
H53 -8.38705 0.94601 -2.11089
H54 -6.76942 2.31548 -4.32711
H55 -8.52505 2.14664 -4.26264
H56 -7.49018 0.71711 -4.46282
O16 0.68160 -3.94681 -5.11477
P3 1.79454 -4.60632 -5.83969
O17 3.13227 -3.78645 -5.42333
C25 3.62941 -3.93387 -4.09338
C26 4.20556 -5.31358 -3.82881
O18 1.58064 -4.05717 -7.36507
C27 0.37361 -3.37728 -7.70979
C28 0.51145 -1.88224 -7.49767
O19 2.58730 -5.92191 -6.40497
C29 1.87230 -7.17844 -6.41962
C30 0.63967 -7.13623 -7.30209
H57 2.83092 -3.70703 -3.37935
H58 4.41124 -3.18479 -3.96661
H59 3.42458 -6.07786 -3.84998
H60 4.68233 -5.34908 -2.84824
H61 4.93775 -5.57740 -4.59137
H62 -0.46788 -3.77853 -7.14578
H63 0.17109 -3.58525 -8.76219
H64 0.99980 -1.64417 -6.55379
H65 -0.46775 -1.40118 -7.51955
H66 1.12838 -1.44441 -8.28463
H67 1.60040 -7.44921 -5.39590
H68 2.57004 -7.93012 -6.78456
H69 -0.10631 -6.43835 -6.90987
H70 0.17725 -8.12192 -7.35694
H71 0.89580 -6.80510 -8.30777

HOMO energy ... -9.1 eV
Gap between HOMO and LUMO ... 0.341 Eh

***

[4]
# C18H16CoNSSe3Te

A structure of composition C18H16CoNSSe3Te (ωB97M-V/def2-TZVPD, the Open Molecules 2025 dataset).

Positions of all 41 atoms, in Å:
Co1 -0.16842 1.38493 1.23897
C1 1.87675 1.19469 -1.94918
C2 2.17968 1.56147 -0.52389
C3 3.17485 0.90945 0.19201
C4 3.44880 1.26079 1.51071
C5 2.70058 2.23617 2.14253
C6 1.68326 2.89716 1.44916
C7 1.44458 2.57685 0.10416
H1 1.24256 0.30467 -1.97590
H2 2.79366 0.98312 -2.50160
H3 1.33472 1.99894 -2.44524
H4 3.75594 0.12754 -0.28491
H5 4.23972 0.74933 2.04683
H6 2.91430 2.50649 3.16985
H7 1.20106 3.76029 1.88889
H8 0.83473 3.23729 -0.50128
Se1 -1.37405 1.78170 3.31065
Se2 -2.98297 3.18908 2.45354
Te1 -2.15839 3.15724 0.06717
Se3 -1.29098 5.37865 -0.36622
S1 0.94104 -1.90417 4.19013
C8 0.60275 -2.59205 2.65033
C9 0.59187 -1.62321 1.70606
N1 0.84704 -0.35577 2.16529
C10 1.04369 -0.35595 3.44650
H9 0.41512 -3.64694 2.54091
H10 0.38360 -1.77201 0.65861
H11 1.25258 0.52132 4.04157
C11 -1.02333 0.24254 -0.04600
C12 -1.54822 -0.54645 -0.81963
C13 -2.11633 -1.51997 -1.69354
C14 -3.48966 -1.53953 -1.96862
C15 -4.03207 -2.49802 -2.80853
C16 -3.22232 -3.46401 -3.39162
C17 -1.85895 -3.45492 -3.13116
C18 -1.30874 -2.49470 -2.29830
H12 -4.12639 -0.79407 -1.51065
H13 -5.09541 -2.49492 -3.01753
H14 -3.64772 -4.21577 -4.04530
H15 -1.21720 -4.20444 -3.58036
H16 -0.24172 -2.48282 -2.11443

HOMO energy (spin up / spin down) ... -3.6 / -3.8 eV
Charge ... -1
Gap between HOMO and LUMO (spin up / spin down) ... 0.192 / 0.223 Eh
2S+1 ... 2
ΔE to the lowest compared entry with this formula, charge and spin ... 0.0 kJ/mol

***

[5]
# C5H7O3P

An isolated molecule of C5H7O3P in a non-equilibrium geometry (ωB97M-V/def2-TZVPD, the Open Molecules 2025 dataset).

Positions of all 16 atoms, in Å:
C1 -1.04151 -2.35296 -1.18722
C2 -0.00603 -1.83017 -0.83354
C3 -0.39914 1.54048 -0.67147
C4 0.18812 1.15001 0.65779
C5 -0.69944 0.40564 1.61465
O1 2.64334 -1.64158 -0.52055
O2 -1.54436 1.47385 -0.93090
O3 1.30657 0.21203 0.46340
P1 1.50695 -0.88192 -0.73356
H1 -1.77293 -3.03264 -1.27772
H2 0.40991 2.04780 -1.21916
H3 1.63083 -0.07424 -1.77541
H4 0.62548 2.12057 0.90740
H5 -1.18012 -0.47813 1.12542
H6 -1.52213 1.17854 1.90145
H7 -0.14554 0.16274 2.47942

HOMO energy (spin up / spin down) ... -6.7 / -11.0 eV
Gap between HOMO and LUMO (spin up / spin down) ... 0.268 / 0.295 Eh
2S+1 ... 3
ΔE to the lowest compared entry with this formula, charge and spin ... 94.7 kJ/mol

***

[6]
# H5NS3Si

An isolated molecule of H5NS3Si in a non-equilibrium geometry (ωB97M-V/def2-TZVPD, the Open Molecules 2025 dataset).

Positions of all 10 atoms, in Å:
N1 1.13042 -0.61630 -0.94519
Si1 -0.12408 0.15716 0.11904
S1 -1.08723 -1.42387 1.22533
S2 -1.44525 1.17731 -1.19542
S3 1.00491 1.21998 1.68080
H1 1.35431 -1.59584 -0.60125
H2 1.46213 -0.19059 -1.76920
H3 -2.08853 -0.60030 1.14746
H4 -2.32922 0.59338 -0.51269
H5 2.12255 1.27906 0.85112

HOMO energy ... -9.2 eV
Gap between HOMO and LUMO ... 0.351 Eh
ΔE to the lowest compared entry with this formula, charge and spin ... 45.9 kJ/mol
Structure (SMILES) ... N[Si](S)(S)S

***

What did the fifth record say?
# C5H7O3P

An isolated molecule of C5H7O3P in a non-equilibrium geometry (ωB97M-V/def2-TZVPD, the Open Molecules 2025 dataset).

Positions of all 16 atoms, in Å:
C1 -1.04151 -2.35296 -1.18722
C2 -0.00603 -1.83017 -0.83354
C3 -0.39914 1.54048 -0.67147
C4 0.18812 1.15001 0.65779
C5 -0.69944 0.40564 1.61465
O1 2.64334 -1.64158 -0.52055
O2 -1.54436 1.47385 -0.93090
O3 1.30657 0.21203 0.46340
P1 1.50695 -0.88192 -0.73356
H1 -1.77293 -3.03264 -1.27772
H2 0.40991 2.04780 -1.21916
H3 1.63083 -0.07424 -1.77541
H4 0.62548 2.12057 0.90740
H5 -1.18012 -0.47813 1.12542
H6 -1.52213 1.17854 1.90145
H7 -0.14554 0.16274 2.47942

HOMO energy (spin up / spin down) ... -6.7 / -11.0 eV
Gap between HOMO and LUMO (spin up / spin down) ... 0.268 / 0.295 Eh
2S+1 ... 3
ΔE to the lowest compared entry with this formula, charge and spin ... 94.7 kJ/mol